Record 1
A structure of composition C55H55N11 at a distorted geometry. Source: the OMol25 dataset; level of theory: wB97M-V/def2-TZVPD.

The total energy is -74283.0917 eV. The charge is 0. The calculation puts the relative energy (zero: lowest compared OMol25 entry of this formula, charge and spin) at 32.800 eV.

Last column: Löwdin charge in e.
Positions of all 121 atoms, in Å:
1 N 1.04 -6.59 -1.27  0.061
2 C -3.66 -5.22 -1.31  -0.059
3 H 3.33 -5.18 0.90  0.103
4 H 0.45 -3.16 -1.29  0.052
5 H -1.66 -1.29 -1.43  0.044
6 C 0.48 -1.08 -0.93  -0.065
7 H 0.07 2.46 0.70  0.010
8 H -3.45 0.54 -3.07  0.148
9 H 0.81 -2.10 -0.86  0.053
10 C 0.17 -1.65 3.93  -0.042
11 C 0.85 -0.46 1.95  -0.113
12 H -4.37 1.42 1.91  0.113
13 H 2.76 -1.03 -1.53  0.102
14 H -2.10 -5.77 -2.82  0.132
15 C -2.33 2.10 -3.70  -0.008
16 H -0.26 -8.05 -0.75  0.099
17 H -3.23 0.42 -1.63  -0.004
18 H 2.34 -0.13 2.80  0.043
19 H -1.64 -3.95 -0.39  0.090
20 C -1.71 3.81 -2.14  -0.023
21 H 5.08 4.83 -0.67  0.120
22 H 2.31 -5.07 -1.73  0.065
23 N -3.16 1.95 -1.40  -0.017
24 H -4.10 -6.14 -0.96  0.103
25 C 3.19 1.12 1.48  -0.104
26 C -0.50 -0.07 1.78  -0.049
27 N -1.55 -0.47 2.62  0.075
28 C -2.52 3.14 -1.20  -0.058
29 C 3.01 4.54 -1.24  -0.170
30 C 1.14 -1.27 3.02  -0.110
31 C 0.34 -4.23 -1.19  -0.024
32 H 2.59 5.49 -0.96  0.076
33 H -2.58 1.33 0.23  0.069
34 C -4.44 -4.07 -0.94  -0.033
35 C 1.11 1.11 -0.42  -0.191
36 H 0.44 -2.30 4.75  0.105
37 C -2.49 1.99 1.07  -0.122
38 N 1.96 3.17 1.14  0.061
39 H 1.52 0.11 1.33  0.051
40 C 2.75 4.29 1.21  -0.103
41 C 3.72 1.91 -1.69  -0.060
42 H -1.15 3.79 -4.23  0.114
43 C -2.87 -1.84 0.81  -0.071
44 C 3.31 -4.25 0.36  -0.128
45 C 2.39 2.30 -1.78  -0.192
46 C -3.47 -0.21 -0.79  -0.158
47 C 1.29 -5.23 -1.44  -0.092
48 H -1.87 -1.70 4.39  0.094
49 C -4.82 -0.28 -0.43  -0.083
50 C -0.24 1.51 -0.46  -0.150
51 H -4.59 -2.52 1.94  0.114
52 C -4.20 -1.86 1.18  -0.065
53 N -2.50 -1.06 -0.25  -0.016
54 H 0.81 6.65 -0.14  0.118
55 C -1.14 0.66 -0.96  -0.120
56 N 1.43 -0.18 -0.58  -0.042
57 H -4.08 2.95 3.83  0.112
58 C 5.57 -0.11 1.99  -0.132
59 C 4.33 1.62 0.90  -0.078
60 C -2.98 1.43 -2.66  -0.161
61 C 3.78 -2.89 -1.43  -0.113
62 C 2.39 5.60 0.88  -0.101
63 C -2.61 -5.02 -2.23  -0.202
64 H -2.15 -6.26 -0.23  0.076
65 H -5.53 0.30 -0.99  0.133
66 H -2.33 1.71 -4.70  0.114
67 N -1.31 2.73 1.11  -0.089
68 N -2.22 -3.82 -2.59  0.064
69 C 1.14 5.70 0.26  -0.065
70 N 4.44 -0.62 2.58  0.104
71 H -6.22 -1.24 0.85  0.124
72 H -1.28 4.78 -1.95  0.106
73 C 5.56 1.03 1.19  -0.051
74 C -1.12 -6.05 -0.49  -0.095
75 H -2.46 -1.86 -2.59  0.105
76 C -1.16 -1.27 3.70  -0.111
77 H 4.21 -2.81 -2.42  0.102
78 H 2.15 -1.61 3.21  0.104
79 H -2.09 4.25 4.04  0.103
80 H 1.94 1.78 -0.24  0.068
81 C 2.67 -3.19 1.01  -0.037
82 H 6.44 1.48 0.75  0.095
83 C -5.19 -1.11 0.56  -0.100
84 C -2.86 -2.76 -2.15  -0.151
85 H -2.52 3.36 -0.14  0.098
86 H -0.48 2.55 -0.30  0.062
87 H 3.00 6.47 1.02  0.124
88 H -2.07 -2.32 1.35  0.120
89 N 3.80 -4.18 -0.95  0.033
90 H -4.67 -1.91 -1.28  0.066
91 H 4.30 2.44 0.19  0.029
92 H 5.70 2.54 -1.31  0.112
93 C 0.71 3.32 0.64  -0.229
94 N 2.10 3.56 -1.58  0.109
95 C 2.47 -2.01 0.31  -0.141
96 C 4.28 4.23 -1.07  -0.078
97 H -0.77 0.48 0.89  0.056
98 H 3.73 4.05 1.60  0.119
99 H 6.51 -0.63 2.05  0.094
100 H 2.28 1.69 1.39  0.042
101 H 2.07 -3.36 1.89  0.100
102 C -2.13 3.61 3.17  -0.007
103 H 1.63 1.59 -2.06  0.123
104 H -2.18 0.88 -1.15  -0.003
105 C -0.90 -4.67 -0.70  -0.109
106 C 2.99 -1.90 -0.93  -0.107
107 C -3.47 2.01 2.03  -0.038
108 C -4.06 -2.79 -1.38  -0.076
109 H -0.32 4.16 2.03  0.107
110 C -1.21 3.56 2.15  -0.078
111 H 1.97 -1.16 0.75  0.044
112 C 0.26 4.59 0.23  -0.052
113 H -5.33 -4.22 -0.35  0.104
114 C -1.69 3.31 -3.43  -0.031
115 H 3.98 0.94 -2.08  0.118
116 C 3.30 0.10 2.36  -0.160
117 C 4.68 2.90 -1.43  -0.070
118 C -0.82 -0.66 -1.20  -0.034
119 C -0.16 -6.98 -0.84  -0.161
120 C -3.31 2.83 3.08  -0.048
121 H -0.78 4.63 -0.07  0.093


Record 2
A structure of composition C55H56IInN5S. Source: the OMol25 dataset; level of theory: wB97M-V/def2-TZVPD.

The total energy is -89505.2656 eV. The charge is -1. The calculation puts the relative energy (zero: lowest compared OMol25 entry of this formula, charge and spin) at 3.184 eV.

Last column: Löwdin charge in e.
Positions of all 119 atoms, in Å:
1 C -0.63 1.62 4.29  -0.122
2 C -2.91 -4.11 -4.84  -0.183
3 C 0.81 -0.27 -2.91  -0.161
4 H 2.60 -2.18 6.19  0.102
5 C -5.39 0.03 0.30  -0.200
6 H -5.63 -2.12 0.20  0.076
7 H 5.10 0.17 -3.36  0.100
8 C 3.50 0.77 0.33  -0.251
9 C 4.40 -0.55 -3.80  -0.200
10 H 0.48 2.89 5.60  0.109
11 C -1.60 -1.31 -2.58  -0.128
12 H 1.15 0.33 -7.21  0.066
13 H 5.66 2.17 3.50  0.100
14 H -2.65 2.13 -4.40  0.108
15 H 2.00 1.31 -6.00  0.073
16 C 4.55 1.29 1.15  -0.168
17 C 3.50 -1.38 4.41  -0.066
18 C -5.60 -1.34 0.96  -0.083
19 H 5.95 -2.08 -4.01  0.064
20 H 2.52 -1.16 -5.77  0.099
21 C 4.36 3.89 3.55  -0.090
22 H -6.20 0.21 -0.41  0.093
23 C 3.95 1.72 2.31  -0.176
24 H 6.29 0.49 0.21  0.105
25 C -5.65 0.95 -3.14  -0.081
26 C -0.33 -2.09 1.11  -0.230
27 H -6.51 0.71 -3.77  0.071
28 H -3.76 0.47 4.32  0.108
29 C -2.33 -3.41 -3.78  -0.637
30 C 3.03 -0.37 -3.22  -0.142
31 H -1.08 2.41 6.21  0.102
32 C -0.21 2.04 5.67  -0.191
33 N 1.34 -0.06 -1.69  0.074
34 C -2.94 0.15 -4.96  -0.067
35 H -2.87 -4.32 1.40  0.058
36 C 0.28 1.44 3.15  -0.227
37 H -4.62 -0.89 -3.55  0.084
38 H -2.92 1.14 5.70  0.104
39 C 1.24 0.54 -6.14  -0.087
40 C 6.00 1.38 0.77  -0.195
41 H 4.30 -2.70 -4.07  0.076
42 C -4.07 0.11 -0.41  -0.130
43 H -2.89 -5.19 -4.82  0.072
44 H 7.37 2.66 -0.34  0.066
45 C 2.72 -0.10 -1.87  -0.235
46 C -2.87 -1.33 -4.83  -0.189
47 H 6.61 1.38 1.68  0.100
48 C 4.95 -1.97 -3.59  -0.089
49 C -1.73 0.93 2.44  -0.231
50 H -2.01 -2.48 -0.27  0.033
51 H 0.56 -2.92 5.01  0.090
52 C -1.60 0.83 -2.95  -0.141
53 N -1.79 0.23 -0.56  0.100
54 H 0.74 1.24 7.46  0.068
55 C -2.32 -2.01 -3.70  -0.222
56 H -4.85 2.61 5.02  0.066
57 C 1.61 1.67 3.22  0.024
58 H 2.01 2.03 4.16  0.096
59 H -4.13 2.80 3.41  0.071
60 C 1.26 -2.23 3.09  -0.294
61 H -3.31 3.46 4.82  0.072
62 C 2.55 1.45 2.17  -0.256
63 C -2.79 0.61 1.67  0.022
64 H -3.87 -1.48 -6.71  0.101
65 H 3.29 4.12 3.58  0.069
66 C 3.68 0.27 -0.93  0.071
67 In 0.35 -0.18 0.30  0.996
68 H -3.93 -3.96 -6.71  0.093
69 C -3.14 1.31 4.64  -0.195
70 H 4.19 1.93 4.41  0.100
71 H 4.40 -1.01 4.88  0.097
72 C -1.85 1.29 3.87  -0.121
73 C 1.61 -0.72 -5.35  -0.195
74 C -4.94 -0.32 -2.69  -0.169
75 H 4.76 4.37 2.65  0.065
76 C -0.62 -0.32 -3.27  -0.186
77 H 4.70 0.20 -1.27  0.109
78 N 2.28 0.89 0.98  0.077
79 C -2.80 0.33 0.27  -0.231
80 C 0.07 -2.61 2.31  -0.521
81 H -6.53 -1.37 1.52  0.066
82 H -3.50 0.49 -5.82  0.106
83 H 4.83 4.34 4.42  0.065
84 C -3.91 2.62 4.47  -0.090
85 I -1.40 -4.54 -2.30  0.953
86 H 4.99 -2.21 -2.53  0.073
87 C 6.32 2.63 -0.05  -0.086
88 C 2.51 -2.03 5.12  -0.091
89 C -3.44 -2.04 -5.88  -0.063
90 C -1.54 -2.72 0.68  -0.286
91 H 0.84 -1.48 -5.49  0.112
92 N 2.23 -1.63 2.40  0.129
93 C -3.48 -3.42 -5.89  -0.104
94 H -3.75 0.58 2.16  0.084
95 H -4.77 -1.58 1.63  0.068
96 C -2.44 1.09 -4.15  -0.053
97 H 4.37 -0.33 -4.87  0.101
98 H 6.10 3.54 0.52  0.065
99 H -0.61 -0.45 -4.36  0.101
100 C 1.37 -2.45 4.46  -0.046
101 C -2.00 -3.68 1.52  -0.442
102 H -6.01 1.53 -2.29  0.066
103 H -5.67 -0.97 -2.18  0.111
104 H 5.72 2.66 -0.96  0.072
105 H 4.04 -0.69 2.44  0.101
106 C 3.31 -1.20 3.05  -0.128
107 C 1.83 -0.47 -3.88  -0.125
108 S -0.99 -3.86 2.89  0.993
109 H -4.98 1.60 -3.71  0.056
110 C -2.33 -0.08 -1.89  -0.304
111 H 0.29 0.94 -5.79  0.062
112 H -5.47 0.82 1.05  0.103
113 N -0.42 1.03 2.04  0.058
114 C 4.58 2.38 3.50  -0.200
115 C -3.81 -0.07 -1.72  -0.055
116 H -1.20 1.76 -2.53  0.140
117 C 0.44 0.90 6.46  -0.085
118 H -0.25 0.07 6.57  0.077
119 H 1.32 0.52 5.94  0.054


- Look up the relative energy (zero: lowest compared OMol25 entry of this formula, charge and spin) of the first one.
  32.800 eV